The following is a quantum chemistry calculation of C31H32O12PRb as an isolated structure in a non-equilibrium geometry, from the Open Molecules 2025 dataset.

Last column: Löwdin charge in e.
Cartesian coordinates (Å):
Rb: -0.082 -1.417 -0.145  1.023
O: -1.773 -2.393 4.176  0.095
C: -1.932 -2.812 2.946  -0.515
O: -1.538 -2.218 1.978  -0.001
C: -2.638 -4.163 2.897  -0.124
O: -2.985 -4.629 1.626  -0.107
C: -1.884 -4.899 0.765  -0.117
C: -1.823 -4.019 -0.500  -0.693
O: -2.917 -3.568 -0.943  -0.031
O: -0.697 -3.895 -1.004  -0.123
H: -1.399 -1.417 4.146  0.117
H: -3.563 -4.070 3.466  0.133
H: -1.986 -4.878 3.423  0.133
H: -1.986 -5.934 0.415  0.124
H: -0.932 -4.804 1.292  0.113
O: -3.832 -1.410 -0.024  0.106
C: -3.054 -0.408 -0.327  -0.554
O: -2.227 -0.400 -1.224  -0.110
C: -3.293 0.808 0.583  -0.106
O: -2.866 0.575 1.914  -0.111
C: -1.778 1.367 2.372  -0.122
C: -0.993 0.580 3.443  -0.684
O: -1.653 0.279 4.491  -0.070
O: 0.185 0.309 3.188  -0.016
H: -3.490 -2.295 -0.450  0.071
H: -4.370 1.003 0.616  0.127
H: -2.772 1.656 0.133  0.117
H: -2.155 2.299 2.818  0.123
H: -1.100 1.605 1.553  0.097
O: 2.523 -1.150 -1.049  -0.115
C: 2.243 -0.533 -2.050  -0.298
C: 2.511 0.506 -2.892  -0.264
C: 3.475 0.346 -3.968  -0.085
C: 3.635 1.309 -4.917  -0.157
C: 2.856 2.488 -4.917  -0.162
C: 1.881 2.630 -3.940  -0.135
C: 1.664 1.699 -2.933  -0.352
P: 0.274 1.709 -1.771  1.099
C: -0.939 2.795 -2.634  -0.354
C: -0.831 4.180 -2.765  -0.119
C: -1.743 4.894 -3.530  -0.101
C: -2.786 4.237 -4.170  -0.114
C: -2.914 2.862 -4.033  -0.092
C: -1.998 2.149 -3.272  -0.086
C: 0.855 2.832 -0.425  -0.347
C: 0.006 3.714 0.245  -0.130
C: 0.466 4.477 1.310  -0.098
C: 1.781 4.360 1.734  -0.109
C: 2.627 3.464 1.096  -0.088
C: 2.168 2.708 0.030  -0.074
H: 4.055 -0.569 -4.002  0.092
H: 4.375 1.161 -5.698  0.082
H: 2.992 3.245 -5.679  0.062
H: 1.249 3.510 -3.980  0.081
H: -0.029 4.705 -2.262  0.105
H: -1.635 5.968 -3.635  0.092
H: -3.499 4.795 -4.767  0.088
H: -3.732 2.343 -4.520  0.096
H: -2.097 1.076 -3.152  0.091
H: -1.030 3.803 -0.061  0.098
H: -0.212 5.152 1.820  0.095
H: 2.138 4.958 2.565  0.089
H: 3.647 3.347 1.443  0.096
H: 2.829 2.004 -0.463  0.106
C: 3.062 -3.563 3.606  -0.148
C: 3.299 -4.618 2.502  -0.161
C: 2.478 -4.065 1.332  -0.205
O: 1.380 -3.435 1.957  -0.178
C: 1.930 -2.681 3.030  -0.181
H: 3.956 -2.968 3.797  0.099
H: 2.762 -4.032 4.543  0.097
H: 2.897 -5.586 2.806  0.100
H: 4.352 -4.746 2.248  0.099
H: 2.093 -4.818 0.646  0.126
H: 3.064 -3.330 0.764  0.120
H: 1.130 -2.455 3.730  0.117
H: 2.325 -1.733 2.657  0.124

## Properties
- net charge = -2
- Kohn-Sham gap (hartree) = 0.1539
- LUMO (eV) = 3.91
- spin multiplicity = 1
- ΔE to the lowest compared entry with this formula, charge and spin (eV) = 0.000



The following is a quantum chemistry calculation of C31H33BN11O3S2Zn as an isolated structure, from the Open Molecules 2025 dataset.

Last column: Löwdin charge in e.
Cartesian coordinates (Å):
Zn: -0.082 1.201 -0.331  0.690
C: -1.951 -0.047 -3.139  -0.027
C: -0.830 -0.838 -2.558  -0.338
C: -0.452 -2.150 -2.840  0.010
C: 0.580 -2.440 -1.967  -0.262
C: 1.297 -3.732 -1.774  -0.003
N: 0.813 -1.342 -1.227  0.052
N: -0.048 -0.353 -1.600  0.029
B: 1.860 -1.121 -0.112  -0.494
N: 2.737 0.102 -0.473  0.029
N: 2.178 1.319 -0.688  0.074
C: 3.171 2.150 -0.988  -0.333
C: 2.952 3.592 -1.314  -0.034
C: 4.393 1.465 -0.955  0.006
C: 4.071 0.163 -0.625  -0.276
C: 4.970 -1.017 -0.456  -0.023
N: 1.162 -0.855 1.245  0.056
N: 0.285 0.176 1.358  0.037
C: -0.254 0.125 2.570  -0.339
C: -1.361 1.039 2.967  -0.025
C: 0.315 -0.935 3.279  0.014
C: 1.200 -1.538 2.402  -0.270
C: 2.031 -2.758 2.616  -0.004
H: -2.444 -0.619 -3.923  0.079
H: -2.683 0.173 -2.362  0.047
H: -1.596 0.892 -3.570  0.075
H: -0.908 -2.823 -3.546  0.112
H: 1.088 -4.391 -2.615  0.084
H: 2.376 -3.594 -1.698  0.071
H: 0.949 -4.225 -0.865  0.075
H: 2.550 -2.088 -0.021  0.108
H: 1.921 3.776 -1.601  0.050
H: 3.187 4.235 -0.463  0.080
H: 3.596 3.893 -2.141  0.077
H: 5.375 1.860 -1.159  0.104
H: 6.003 -0.711 -0.613  0.077
H: 4.885 -1.443 0.544  0.078
H: 4.730 -1.805 -1.171  0.081
H: -1.488 1.843 2.243  0.039
H: -2.294 0.472 2.987  0.083
H: -1.189 1.472 3.954  0.079
H: 0.082 -1.251 4.282  0.112
H: 2.321 -2.829 3.663  0.083
H: 1.461 -3.652 2.355  0.067
H: 2.930 -2.748 2.004  0.064
N: -2.561 7.439 0.919  0.109
C: -1.295 7.170 1.261  -0.849
S: -0.330 8.200 2.110  0.641
C: -0.805 5.847 0.779  -0.231
C: -1.111 5.398 -0.500  -0.003
C: -0.715 4.128 -0.869  -0.134
N: -0.054 3.309 -0.049  -0.007
C: 0.293 3.764 1.155  -0.102
C: -0.050 5.026 1.605  -0.003
H: -2.958 8.295 1.272  0.099
H: -3.205 6.700 0.652  0.051
H: -1.668 6.016 -1.191  0.124
H: -0.976 3.729 -1.841  0.126
H: 0.841 3.071 1.784  0.121
H: 0.233 5.362 2.592  0.106
O: -0.229 -8.089 -1.097  0.078
C: -0.168 -7.417 0.095  -0.499
O: 0.403 -7.949 1.015  0.074
C: -0.805 -6.093 0.140  -0.194
C: -0.589 -5.285 1.264  -0.054
C: -1.125 -4.022 1.357  -0.133
C: -1.933 -3.463 0.333  -0.775
S: -2.591 -1.887 0.419  0.522
C: -2.169 -4.312 -0.782  -0.145
C: -1.625 -5.571 -0.873  -0.066
H: -0.647 -7.519 -1.752  0.070
H: 0.019 -5.689 2.066  0.111
H: -0.944 -3.415 2.236  0.081
H: -2.805 -3.936 -1.573  0.090
H: -1.881 -6.159 -1.752  0.102
O: -2.205 1.435 -0.363  -0.201
N: -2.720 2.525 0.021  -0.048
C: -3.992 2.734 -0.247  -0.296
C: -4.425 4.050 0.086  -0.176
N: -4.714 5.123 0.391  0.136
C: -4.847 1.796 -0.904  -0.183
N: -5.541 1.048 -1.433  0.168

## Properties
- net charge = -1
- Kohn-Sham gap (hartree) = 0.1766
- LUMO (eV) = 1.11
- spin multiplicity = 1
- ΔE to the lowest compared entry with this formula, charge and spin (eV) = 0.459



The following is a quantum chemistry calculation of C31H33BiBrFN6O4SSi as an isolated structure in a non-equilibrium geometry, from the Open Molecules 2025 dataset.

Last column: Löwdin charge in e.
Cartesian coordinates (Å):
Bi: 11.234 -14.241 -0.059  1.936
C: 15.395 -16.005 0.448  -0.087
C: 15.128 -14.785 1.040  -0.092
C: 14.843 -13.643 0.258  -0.126
C: 14.870 -13.705 -1.132  -0.124
C: 15.305 -14.891 -1.683  -0.121
C: 15.497 -16.053 -0.958  -0.104
H: 15.408 -16.905 1.034  0.105
H: 15.031 -14.771 2.119  0.108
H: 14.628 -12.739 0.831  0.096
H: 14.635 -12.837 -1.762  0.107
H: 15.450 -14.863 -2.754  0.098
H: 15.594 -17.021 -1.464  0.114
C: 12.586 -17.535 -1.210  -0.158
Si: 10.806 -17.602 -0.617  0.386
C: 10.643 -18.351 1.161  -0.165
C: 9.792 -18.735 -1.661  -0.161
N: 10.033 -16.040 -0.642  -0.304
C: 8.703 -15.923 -0.951  -0.386
C: 7.705 -16.503 -0.197  -0.027
C: 6.319 -16.352 -0.499  -0.066
C: 5.906 -15.595 -1.573  -0.089
C: 6.893 -14.930 -2.341  -0.015
C: 8.259 -15.084 -2.049  -0.208
F: 9.123 -14.355 -2.810  0.002
H: 12.665 -18.193 -2.115  0.053
H: 13.267 -17.924 -0.477  0.018
H: 12.968 -16.509 -1.368  0.000
H: 11.111 -17.748 1.941  0.007
H: 11.074 -19.396 1.165  0.042
H: 9.580 -18.569 1.441  0.032
H: 10.275 -19.696 -1.609  0.035
H: 9.728 -18.488 -2.696  0.018
H: 8.762 -18.862 -1.342  0.038
H: 8.021 -17.193 0.565  0.097
H: 5.551 -16.904 0.013  0.100
H: 4.882 -15.529 -1.862  0.094
H: 6.651 -14.227 -3.149  0.113
O: 7.948 -10.379 5.302  -0.051
C: 7.836 -11.613 5.002  -0.691
O: 7.130 -12.432 5.649  -0.018
C: 8.363 -12.241 3.738  -0.072
C: 8.068 -11.714 2.435  0.044
C: 8.683 -12.328 1.354  -0.119
N: 9.384 -13.473 1.535  -0.017
C: 9.802 -13.854 2.803  -0.173
C: 9.236 -13.311 3.950  0.080
C: 10.876 -14.887 2.931  -0.557
O: 11.017 -15.408 4.020  0.107
O: 11.624 -15.230 1.867  -0.307
H: 7.364 -10.856 2.438  0.139
H: 8.618 -12.052 0.362  0.078
H: 9.379 -13.715 4.954  0.151
Br: 14.341 -13.771 -6.886  0.749
C: 13.293 -15.263 -6.480  -0.685
C: 11.952 -15.482 -6.896  -0.094
C: 11.281 -16.587 -6.388  -0.068
C: 11.975 -17.454 -5.570  -0.167
N: 13.270 -17.385 -5.337  0.056
C: 13.900 -16.293 -5.697  -0.205
H: 11.463 -14.795 -7.589  0.108
H: 10.234 -16.701 -6.592  0.102
H: 11.555 -18.374 -5.108  0.116
H: 14.940 -16.180 -5.414  0.092
C: 12.210 -8.309 1.284  -0.098
C: 12.747 -9.537 0.495  -0.237
C: 11.897 -10.160 -0.602  -0.595
N: 11.979 -11.486 -0.885  -0.114
N: 11.190 -11.855 -1.921  -0.099
C: 10.510 -10.854 -2.378  -0.664
N: 9.650 -10.982 -3.440  0.070
S: 10.759 -9.275 -1.532  1.098
H: 12.712 -8.137 2.219  0.065
H: 11.119 -8.477 1.511  0.094
H: 12.389 -7.363 0.757  0.072
H: 12.958 -10.311 1.216  0.096
H: 13.723 -9.329 0.064  0.109
H: 9.664 -11.921 -3.879  0.107
H: 9.137 -10.220 -3.961  0.132

## Properties
- net charge = 0
- Kohn-Sham gap (hartree) = 0.1954
- LUMO (eV) = -2.03
- spin multiplicity = 1
- ΔE to the lowest compared entry with this formula, charge and spin (eV) = 0.183